Density functional theory data (ωB97M-V with the def2-TZVPD basis set) for 10 unconnected molecules or ions with the total composition C51H111Cl2F4N9O8S4 in a non-equilibrium geometry.

ORCA input file:
```
! wB97M-V def2-TZVPD RIJCOSX def2/J DEFGRID3
* xyz 2 1
C -11.67723 37.30415 5.33704
C -10.63895 38.32054 5.80803
C -10.89283 39.81698 5.58965
C -10.49006 40.36490 4.16089
N -10.93734 41.80648 3.77852
C -10.32507 42.83529 4.69676
C -8.89733 43.14644 4.12282
C -8.93033 42.67533 2.75520
C -10.30819 42.32569 2.44250
C -12.40148 41.83641 3.66199
H -11.42800 36.26221 5.53791
H -11.58470 37.32003 4.25109
H -12.71416 37.42858 5.64915
H -9.68645 37.91680 5.46478
H -10.61659 38.14703 6.88389
H -10.32817 40.41125 6.30805
H -11.85316 40.06055 6.04412
H -10.84000 39.63303 3.43287
H -9.43385 40.41036 3.89544
H -10.92207 43.74611 4.74257
H -10.22273 42.30012 5.64081
H -8.80635 44.22997 4.19887
H -8.09464 42.79226 4.76963
H -8.42924 43.35950 2.07041
H -8.27922 41.82654 2.54618
H -11.03826 43.07567 2.13815
H -10.36401 41.53228 1.69719
H -12.77352 41.21585 2.84677
H -12.86457 42.82297 3.64325
H -12.80868 41.41360 4.58042
C -9.65065 17.83636 16.35987
C -8.25297 17.30576 15.96936
C -8.16346 15.82920 16.29887
C -8.93013 14.96829 15.11850
N -9.16202 13.46501 15.51879
C -9.80368 12.68326 14.29591
C -10.85664 11.68571 14.83243
C -11.25640 12.16084 16.26327
C -10.26622 13.32296 16.59530
C -7.88974 12.78625 16.10910
H -10.40139 17.22406 15.86029
H -9.76908 18.89638 16.13526
H -9.81578 17.54057 17.39589
H -7.52569 17.90489 16.51726
H -8.00506 17.41840 14.91392
H -8.49311 15.64483 17.32134
H -7.08008 15.73577 16.37411
H -8.47883 15.14363 14.14193
H -9.93503 15.30986 14.87031
H -8.94031 12.30924 13.74563
H -10.51353 13.25542 13.69854
H -10.30776 10.77096 15.05620
H -11.74056 11.52203 14.21599
H -11.04468 11.38512 16.99916
H -12.31950 12.36270 16.39438
H -9.85266 13.13406 17.58594
H -10.85044 14.24200 16.64157
H -7.47264 13.23220 17.01201
H -7.19043 12.78209 15.27301
H -8.18589 11.73831 16.15626
C -14.66079 16.03209 4.98478
C -15.20859 15.04616 3.90138
C -15.84004 13.75001 4.27350
C -16.92945 13.83480 5.41065
N -17.42455 12.39377 5.79726
C -18.32298 12.55273 6.96499
C -17.82659 11.60892 7.97936
C -16.92707 10.50539 7.37744
C -16.28502 11.51454 6.30008
C -18.17936 11.78964 4.57197
H -13.72460 15.64959 5.39141
H -15.40855 16.17304 5.76522
H -14.38645 17.02389 4.62538
H -14.52350 14.97267 3.05678
H -16.09651 15.56256 3.53665
H -15.02008 13.05603 4.45834
H -16.40481 13.39641 3.41088
H -17.79827 14.44875 5.17334
H -16.54681 14.17216 6.37391
H -19.32524 12.29376 6.62363
H -18.47953 13.57619 7.30576
H -18.70259 11.13560 8.42287
H -17.31543 11.99946 8.85931
H -17.23683 9.70094 6.71034
H -16.14635 10.18349 8.06662
H -15.67031 10.94061 5.60665
H -15.53051 12.12389 6.79758
H -18.86142 12.56383 4.22053
H -18.70479 10.90240 4.92530
H -17.56210 11.55432 3.70496
C -7.06738 29.34161 0.35584
C -6.58987 28.69659 -1.00236
C -6.91572 27.19490 -1.12160
C -6.03828 26.51069 -2.21996
N -6.52112 25.08405 -2.53059
C -5.72998 24.57540 -3.79615
C -6.59875 23.46833 -4.44857
C -8.00053 23.63222 -3.93215
C -7.95503 24.84376 -2.97283
C -6.08159 24.11388 -1.32205
H -6.55896 28.84299 1.18106
H -8.10397 29.18331 0.65335
H -6.77546 30.39141 0.38433
H -5.50064 28.67277 -0.96900
H -6.99439 29.18361 -1.88965
H -7.97619 26.94733 -1.16869
H -6.52866 26.66319 -0.25237
H -5.07460 26.47111 -1.71217
H -6.08562 27.25807 -3.01197
H -4.75130 24.35313 -3.37086
H -5.55332 25.43018 -4.44903
H -6.41418 22.45349 -4.09624
H -6.61224 23.43182 -5.53788
H -8.33204 22.77558 -3.34531
H -8.77463 23.77971 -4.68522
H -8.58447 24.59270 -2.11909
H -8.26554 25.75845 -3.47782
H -6.71350 24.45726 -0.50297
H -5.01252 24.14303 -1.11148
H -6.31745 23.06734 -1.51499
C -19.72833 23.77835 13.06549
C -21.07730 24.20285 12.45523
C -21.28595 23.67413 11.05753
C -21.46076 22.09746 11.09924
N -22.38407 21.43998 9.91047
C -22.50329 19.89987 10.11471
C -23.95318 19.54094 10.55828
C -24.84713 20.64209 9.94007
C -23.89952 21.94294 10.09833
C -21.94064 21.88836 8.51646
H -19.48202 24.07531 14.08492
H -18.91724 24.22189 12.48798
H -19.54153 22.70835 13.15656
H -21.25291 25.27659 12.38939
H -21.87941 23.87527 13.11660
H -20.53453 24.07108 10.37496
H -22.26451 24.06798 10.78293
H -22.04521 21.81020 11.97331
H -20.47145 21.64031 11.07998
H -22.31810 19.54386 9.10127
H -21.65455 19.69642 10.76766
H -24.30653 18.62598 10.08278
H -23.85604 19.42009 11.63719
H -25.22366 20.63015 8.91724
H -25.59045 21.19163 10.51763
H -24.11787 22.73326 9.38013
H -23.98448 22.29778 11.12545
H -20.92654 21.49051 8.55411
H -22.02891 22.97056 8.42082
H -22.61141 21.55412 7.72497
C -8.14511 27.75778 9.52533
C -7.88096 26.69321 10.58810
N -8.74350 25.52006 10.41011
C -10.06211 25.30205 10.86483
C -10.34309 24.00275 10.57500
N -9.23300 23.39603 9.97669
C -8.24687 24.37001 9.95662
C -9.06360 21.94523 9.70803
H -8.24157 27.25451 8.56330
H -7.32245 28.46482 9.41833
H -8.97843 28.34287 9.91437
H -7.88893 27.01176 11.63048
H -6.90365 26.26753 10.36060
H -10.56563 26.20903 11.16526
H -11.16415 23.32358 10.75105
H -7.27684 24.08713 9.57528
H -9.96070 21.32943 9.77208
H -8.25758 21.44308 10.24309
H -8.74348 21.86798 8.66897
Cl -2.42888 23.40413 5.39494
Cl -15.43414 17.27586 11.88338
N -12.27779 30.77752 14.82495
S -12.07559 30.36062 16.45630
O -12.84020 29.19868 16.79070
O -11.98623 31.45667 17.44701
F -10.59354 29.85677 16.37313
S -13.41059 31.69860 14.90448
O -13.06252 33.12530 14.76805
O -14.62994 31.32187 15.54795
F -13.93294 31.42140 13.35270
N -1.55746 37.05623 9.55115
S -2.02201 36.03447 10.74531
O -2.93064 34.90597 10.59343
O -1.99023 36.70278 12.08006
F -0.58258 35.22539 10.76538
S -2.81610 37.14127 8.78758
O -4.05997 37.66960 9.36446
O -3.11324 36.12575 7.73787
F -2.50885 38.35651 7.83770
*
```

Values from the calculation:
Energy: -6015.917265 Ha
HOMO-LUMO gap: 3.62 eV